1.
C5H11N | ωB97M-V/def2-TZVPD

Output
Net charge: 0
HOMO energy, eV: -8.44
Gap between HOMO and LUMO, eV: 8.55
LUMO, eV: 0.1121
DFT total energy, eV: -6849.710

Structure (XYZ):
```
17
Properties=species:S:1:pos:R:3:forces:R:3:nbo_charge:R:1
C 2.10513 -0.34543 1.12319 0.0088 -0.0029 0.1867 -0.59
C 1.76999 -0.33330 -0.38677 -0.0167 -0.0466 -0.1140 -0.57
C 0.33677 -0.71635 -0.42299 0.1324 0.3945 -0.0971 0.18
C -0.54625 0.44259 -0.64416 0.0844 -0.1020 0.0636 -0.43
N -1.97636 0.19967 -0.55416 0.0413 -0.1751 -0.0409 -0.62
C -2.43138 0.23496 0.82703 -0.1070 0.0593 0.1925 -0.42
H 1.53627 0.41994 1.66221 0.0793 -0.1216 -0.0757 0.20
H 1.87440 -1.31860 1.56494 0.0409 0.1394 -0.0512 0.22
H 3.16920 -0.13663 1.26337 -0.1483 -0.0255 -0.0433 0.22
H 2.02808 0.65498 -0.80665 -0.1137 -0.1178 0.0610 0.18
H 2.38533 -1.09866 -0.87405 -0.0857 0.1091 0.0894 0.23
H -2.11204 -0.74777 -0.90085 -0.0760 0.1511 -0.0281 0.36
H -0.28671 0.73454 -1.68492 0.0385 -0.1008 0.0643 0.25
H -0.27918 1.33311 -0.04584 0.0397 -0.1368 -0.0883 0.21
H -3.47614 -0.08620 0.87606 0.1609 0.0530 0.0154 0.20
H -2.38227 1.26599 1.19777 0.0004 -0.1500 -0.0218 0.19
H -1.83578 -0.40260 1.50524 -0.0791 0.0729 -0.1124 0.17
```
Forces are in eV/Å.

2.
C9H12NOS | ωB97M-V/def2-TZVPD

Output
Net charge: +1
HOMO energy, eV: -12.96
SMILES string: CS[C@H](c1ccccc1)[N+](C)=O
Gap between HOMO and LUMO, eV: 6.20
LUMO, eV: -6.7569
DFT total energy, eV: -23889.516

Structure (XYZ):
```
24
Properties=species:S:1:pos:R:3:forces:R:3:nbo_charge:R:1
C 2.18471 1.30839 1.49990 3.6093 -0.9081 -0.2493 -0.76
S 2.20780 1.36234 -0.33483 -1.5410 0.1106 0.2355 0.29
C 0.34402 1.08735 -0.47777 0.5721 -1.3104 2.6660 -0.23
C -0.08999 -0.37378 -0.03602 0.7310 0.8072 -0.0916 -0.06
C -1.20890 -0.53302 0.78008 0.6499 3.4729 -1.7476 -0.22
C -1.48871 -1.69929 1.28193 -0.3956 -2.9958 1.9846 -0.20
C -0.67880 -2.75886 1.04785 0.7593 -1.9367 -1.5196 -0.16
C 0.32966 -2.71370 0.10708 1.0041 0.4124 -0.0442 -0.18
C 0.69983 -1.45498 -0.38739 -0.1805 -0.7656 -0.6022 -0.20
N -0.21464 1.18640 -1.74842 2.9178 -0.8536 -4.4165 0.31
C -1.38280 1.96172 -1.90127 -1.3804 0.1828 -4.0663 -0.48
O 0.34040 0.72393 -2.76382 -1.6556 1.2635 3.3078 -0.13
H 3.15356 1.83396 1.81988 -1.2543 -0.5057 -0.6820 0.27
H 2.39756 0.24189 1.85479 -1.2750 1.5106 -0.2680 0.26
H 1.41288 1.93510 1.86985 -0.9623 -0.1110 0.6278 0.23
H -0.25511 1.74125 0.19329 0.7372 -0.0559 -0.5338 0.25
H -1.92819 0.21088 1.02987 0.0042 1.2254 -0.1079 0.22
H -2.27614 -1.84358 1.96245 -1.1099 0.0405 0.6295 0.23
H -0.91138 -3.72382 1.41078 -0.3323 -0.7611 0.7175 0.23
H 0.88869 -3.61784 -0.19934 -0.3999 0.6919 0.3446 0.24
H 1.54305 -1.39876 -1.08565 -0.3473 0.3075 0.3750 0.25
H -1.20068 2.98393 -1.67226 0.7152 0.9770 0.1376 0.28
H -2.13839 1.68061 -1.25003 -1.4064 -0.9976 1.3642 0.26
H -1.72844 1.85990 -3.00094 0.5406 0.1991 1.9389 0.28
```
Forces are in eV/Å.

3.
C18H24IN4ORh | ωB97M-V/def2-TZVPD

Output
Net charge: +2
HOMO energy (spin up / spin down), eV: -14.70 / -14.88
Gap between HOMO and LUMO (spin up / spin down), eV: 5.84 / 6.04
LUMO (spin up / spin down), eV: -8.8587 / -8.8439
DFT total energy, eV: -38155.361

Structure (XYZ):
```
49
Properties=species:S:1:pos:R:3:forces:R:3:nbo_charge:R:1
Rh 0.03070 -0.25860 0.15510 0.8936 2.8861 0.8367 0.76
C -2.35090 -1.05850 1.31100 -0.7912 -0.4575 0.6936 -0.43
N -1.98840 0.05270 0.42630 0.0283 -0.6312 -0.2715 -0.44
C -2.72650 0.01090 -0.83930 -0.7510 0.1264 -0.4972 -0.42
C -2.18620 1.33130 1.08400 0.4060 0.4499 0.0478 0.28
C -3.38930 1.75340 1.60770 0.0685 -0.2255 -0.1356 -0.25
C -3.46780 2.99720 2.22420 0.2428 -0.0552 -0.1067 -0.10
C -2.33350 3.79350 2.34070 -0.0299 0.0644 0.0211 -0.19
C -1.12330 3.38230 1.82390 0.1564 -0.0828 -0.0662 -0.15
C -1.03740 2.15210 1.15180 -1.4502 0.3821 0.4393 0.02
N 0.07940 1.58290 0.62210 0.2147 -2.1039 -0.8116 -0.24
C 1.27630 2.21500 0.41950 1.3157 0.5114 -0.0720 0.03
C 1.45620 3.59200 0.20580 0.0012 -0.1673 0.0971 -0.16
C 2.73410 4.10520 0.10790 -0.0109 0.0121 0.0124 -0.19
C 3.84040 3.26950 0.19430 -0.2576 -0.0991 -0.0658 -0.10
C 3.67680 1.89180 0.30110 -0.1061 -0.1375 0.0215 -0.25
C 2.40620 1.35810 0.38320 -0.3519 0.3438 0.0695 0.28
N 2.11470 -0.06460 0.47890 -0.1631 -0.1964 -0.2483 -0.46
C 2.19920 -0.51420 1.88250 0.3505 -0.0268 0.7518 -0.43
C 3.01390 -0.86800 -0.35250 0.4810 -0.3303 -0.2604 -0.43
H -3.40880 -1.00400 1.58060 -0.0168 -0.0727 0.0250 0.21
H -1.76020 -1.00870 2.23220 -0.0999 -0.0130 -0.2213 0.23
H -2.17630 -2.01380 0.81250 0.0687 0.2177 0.0045 0.23
H -3.79920 0.12930 -0.65500 0.0230 -0.0351 -0.0503 0.21
H -2.57400 -0.94820 -1.33590 0.1246 0.0679 0.0882 0.22
H -2.40180 0.82720 -1.48990 0.0290 -0.1615 0.1075 0.23
H -4.26630 1.12610 1.55640 -0.0767 -0.0471 -0.0435 0.24
H -4.40940 3.33280 2.62860 -0.0860 0.0329 0.0622 0.25
H -2.39860 4.73870 2.85590 0.0248 0.0798 0.0602 0.25
H -0.23610 3.97230 1.98210 0.0085 0.0975 0.0582 0.24
H 0.60290 4.23240 0.05210 -0.0672 0.0813 0.0757 0.24
H 2.87770 5.16320 -0.04050 -0.0291 0.1114 -0.0693 0.25
H 4.83480 3.68110 0.13300 0.1107 0.0552 0.0062 0.25
H 4.55540 1.26660 0.31400 0.0213 -0.1540 -0.0035 0.25
H 3.21530 -0.38190 2.26700 0.0227 0.0006 -0.0569 0.22
H 1.94690 -1.57560 1.94970 -0.0673 0.1271 -0.1050 0.24
H 1.52360 0.07260 2.51160 0.0848 -0.1418 -0.1304 0.22
H 4.01390 -0.90780 0.08540 0.0357 0.0208 -0.0468 0.21
H 3.08230 -0.43490 -1.34900 -0.0478 -0.0420 0.0014 0.22
H 2.65080 -1.89630 -0.40990 -0.0554 0.1713 0.0450 0.23
N 0.50190 -2.26540 -2.57180 -0.3711 -0.4598 0.5720 -0.74
C 0.16530 -2.88620 -1.41930 0.9492 3.5183 0.2840 0.58
O 0.01710 -2.19380 -0.35270 -0.5159 -1.4328 -1.1257 -0.68
C 0.01930 -4.27780 -1.41070 2.2892 -2.6115 1.1119 -0.34
I 2.66640 -4.98800 -0.28260 -2.1415 0.6245 -0.9883 0.03
H 0.58990 -1.25910 -2.62240 -0.0229 -0.1633 0.1491 0.42
H 0.66780 -2.79860 -3.40700 -0.0133 -0.0413 -0.1630 0.43
H 0.11350 -4.84040 -2.31980 -0.0865 -0.1138 -0.2570 0.24
H -0.42650 -4.75970 -0.56240 -0.3417 0.0209 0.1546 0.26
```
Forces are in eV/Å.